# C5H5N

A single C5H5N molecule in a non-equilibrium geometry (ωB97M-V with the def2-TZVPD basis set, the OMol25 dataset).

Atoms and positions in Å:
1 C 2.37828 -0.61056 -0.00420
2 C 1.22796 -0.28211 0.11701
3 C -0.15094 0.15852 0.31835
4 C -1.20438 -0.54067 -0.53303
5 C -0.28067 1.62876 0.25326
6 N -0.57273 2.60200 0.80842
7 H 3.39162 -0.90708 -0.15650
8 H -0.41000 0.06272 1.37490
9 H -1.21110 -1.60584 -0.28760
10 H -2.18183 -0.11034 -0.29716
11 H -0.98621 -0.39542 -1.59345

Results
SMILES = C#C[C@H](C)C#N
Energy relative to the best compared isomer or geometry (same formula, charge and spin) = 58.95 kcal/mol
HOMO level = -10.668 eV
LUMO energy = 0.0220 hartree
Electronic energy = -248.18109 a.u.
Orbital gap = 11.3 eV
Largest force on an atom = 1.9 eV/A